1.
Formula: C30H68F6N4O10PS2
Source: the Open Molecules 2025 dataset
Level of theory: ωB97M-V/def2-TZVPD

Last column: Löwdin charge in e.
Geometry (Å):
C1 -0.91250 -2.64168 -5.97738  0.03
C2 0.28154 -2.21518 -6.76416  -0.42
O1 0.41083 -2.14799 -7.93420  0.21
N1 1.40947 -1.75733 -5.90331  0.05
H1 1.64516 -0.74472 -6.03223  0.14
H2 1.13098 -1.74850 -4.91621  0.09
C3 2.65090 -2.61223 -6.05257  0.03
H3 -1.35198 -1.75578 -5.50840  0.10
H4 -0.60207 -3.35547 -5.21377  0.07
H5 -1.69583 -3.04125 -6.61591  0.10
H6 3.33847 -2.23580 -5.30901  0.07
H7 3.04371 -2.41200 -7.04196  0.11
H8 2.30625 -3.63014 -5.89656  0.09
C4 2.50193 -6.22397 -3.30419  0.05
C5 1.12087 -6.63067 -3.66303  -0.37
O2 0.11478 -6.04216 -3.49670  0.17
N2 1.02024 -8.10396 -4.11880  0.09
H9 1.84461 -8.33875 -4.68240  0.18
H10 1.07763 -8.72790 -3.30377  0.20
C6 -0.18363 -8.47914 -4.91724  0.02
H11 3.29095 -6.52702 -3.99016  0.11
H12 2.73165 -6.61586 -2.30804  0.12
H13 2.48673 -5.13412 -3.23140  0.08
H14 0.01200 -9.37977 -5.49119  0.12
H15 -0.42832 -7.65135 -5.57985  0.11
H16 -1.07223 -8.64185 -4.31281  0.11
C7 -0.80579 -6.35970 0.54079  0.04
C8 -1.63428 -6.29667 -0.69052  -0.42
O3 -1.94551 -7.17604 -1.40887  0.18
N3 -2.05991 -4.88309 -1.00185  0.07
H17 -2.75199 -4.57648 -0.31120  0.19
H18 -1.23722 -4.23852 -0.91912  0.09
C9 -2.70757 -4.69784 -2.35457  0.03
H19 -0.38803 -7.35088 0.70163  0.11
H20 -1.48221 -6.23142 1.39781  0.12
H21 -0.02603 -5.60287 0.61403  0.10
H22 -2.00764 -5.02307 -3.11094  0.07
H23 -2.84699 -3.61913 -2.34563  0.11
H24 -3.64687 -5.23048 -2.43261  0.11
C10 -0.08800 3.97049 -1.41520  0.05
C11 -0.20060 2.49699 -1.22466  -0.41
O4 -0.20540 1.89743 -0.20420  0.17
N4 -0.14961 1.69153 -2.49309  0.09
H25 0.55330 2.00076 -3.17830  0.18
H26 0.21327 0.72572 -2.30189  0.10
C12 -1.50113 1.55139 -3.17339  0.05
H27 -0.05141 4.44719 -0.43942  0.08
H28 -0.95393 4.39311 -1.92767  0.11
H29 0.84121 4.15852 -1.95719  0.12
H30 -2.25299 2.08569 -2.60217  0.10
H31 -1.67932 0.48707 -3.25643  0.09
H32 -1.43728 2.01766 -4.15173  0.11
C13 -0.84388 -0.68324 2.86654  -0.09
C14 0.49483 0.02528 2.89732  -0.26
C15 1.00182 0.40902 4.30064  -0.23
C16 0.00327 1.14241 5.17061  -0.26
P1 -0.34805 2.87941 4.81079  1.01
C17 1.11703 3.75545 4.20979  -0.24
C18 0.86720 4.77342 3.08636  -0.26
C19 2.07809 5.63405 2.80275  -0.27
C20 1.85379 6.56305 1.62576  -0.10
C21 -0.78387 3.68920 6.36612  -0.26
C22 -1.21412 5.16142 6.19596  -0.25
C23 -1.78467 5.70196 7.48046  -0.27
C24 -2.42818 7.08237 7.35977  -0.10
C25 -1.70182 2.99535 3.62345  -0.29
C26 -3.01241 2.39259 4.06257  -0.25
C27 -3.97636 2.14580 2.87007  -0.25
C28 -4.45513 3.43825 2.20976  -0.10
H33 -0.95100 -1.29382 1.97127  0.07
H34 -1.66948 0.03779 2.86333  0.05
H35 -1.03681 -1.24915 3.78265  0.09
H36 0.49120 0.94522 2.29029  0.08
H37 1.29080 -0.50197 2.36461  0.11
H38 1.92428 0.97621 4.18185  0.10
H39 1.31390 -0.55051 4.72018  0.12
H40 0.42678 1.26720 6.18147  0.11
H41 -0.93482 0.61906 5.36255  0.10
H42 1.77973 2.99343 3.78425  0.09
H43 1.64550 4.19720 5.05446  0.11
H44 0.04362 5.41438 3.42799  0.10
H45 0.52874 4.31069 2.15640  0.10
H46 2.94229 4.98722 2.60479  0.12
H47 2.41111 6.22879 3.65666  0.12
H48 1.74467 6.04759 0.66657  0.06
H49 2.68602 7.25273 1.49729  0.08
H50 0.94312 7.14985 1.76961  0.08
H51 0.09496 3.56687 7.00098  0.11
H52 -1.66679 3.16279 6.74395  0.11
H53 -1.89200 5.24514 5.34019  0.11
H54 -0.35020 5.76559 5.89168  0.12
H55 -1.04300 5.79515 8.28042  0.12
H56 -2.49627 4.99901 7.93030  0.11
H57 -3.38281 7.08263 6.82704  0.08
H58 -1.80955 7.75081 6.75388  0.08
H59 -2.57725 7.50731 8.34791  0.08
H60 -1.35521 2.59249 2.66033  0.10
H61 -1.74763 4.06197 3.36887  0.09
H62 -3.56726 3.02922 4.75554  0.12
H63 -2.86758 1.40141 4.49800  0.10
H64 -4.82860 1.59902 3.27148  0.11
H65 -3.38866 1.55131 2.16191  0.09
H66 -5.23160 3.23406 1.47709  0.08
H67 -3.61673 3.89690 1.67047  0.06
H68 -4.76811 4.18592 2.93841  0.08
C29 2.43263 -2.34542 -1.12785  -0.66
F1 3.28923 -3.17191 -1.71283  0.15
F2 2.19765 -2.70663 0.12363  0.15
F3 2.95624 -1.12719 -1.13733  0.15
S1 0.84475 -2.33685 -2.10210  0.56
O5 -0.05388 -3.13936 -1.28142  -0.32
O6 0.55225 -0.92619 -2.23773  -0.30
O7 1.16944 -2.93074 -3.38208  -0.31
C30 4.85069 -0.01130 -3.85494  -0.66
F4 6.11154 0.35684 -3.98301  0.17
F5 4.81146 -1.36865 -3.84887  0.09
F6 4.37201 0.41944 -2.68034  0.11
S2 3.85308 0.68899 -5.24203  0.48
O8 4.25197 2.06308 -5.29770  -0.27
O9 4.22516 -0.11350 -6.38952  -0.30
O10 2.46271 0.44134 -4.82761  -0.38

Computed properties:
E_LUMO	-7.4	eV
charge	+3
frontier orbital gap	7.090	eV

***

2.
Formula: C41H68N3O12PS
Source: the Open Molecules 2025 dataset
Level of theory: ωB97M-V/def2-TZVPD

Last column: Löwdin charge in e.
Geometry (Å):
C1 -4.42896 -1.31383 3.61806  -0.06
C2 -4.29984 0.22264 3.59203  -0.26
O1 -2.97111 0.68847 3.61775  -0.13
C3 -2.44913 1.06950 2.35902  -0.18
C4 -1.75213 -0.11345 1.67661  -0.10
C5 -1.43269 0.12744 0.22844  -0.08
C6 -2.31982 0.06092 -0.77127  -0.08
C7 -3.77183 -0.23336 -0.63189  -0.18
N1 -4.15268 -1.38869 -1.45828  -0.09
C8 -3.61436 -2.63251 -0.87650  -0.11
C9 -1.85399 0.31148 -2.16773  -0.29
O2 -2.56074 0.87196 -2.96407  0.15
C10 -0.46664 -0.12971 -2.46042  -0.03
C11 0.45199 -0.02315 -1.41704  -0.07
C12 1.78127 -0.36234 -1.61537  0.03
C13 2.23854 -0.86325 -2.83432  -0.20
C14 3.69320 -1.24214 -3.01888  -0.16
C15 4.63551 -1.01115 -1.83082  -0.18
C16 4.87137 -2.26847 -0.98507  -0.20
C17 3.60393 -2.99399 -0.54117  -0.20
C18 3.89823 -4.27970 0.24868  -0.20
C19 4.80369 -5.27148 -0.48047  -0.25
C20 6.28281 -5.23915 -0.09168  -0.47
S1 6.62409 -5.55498 1.65957  0.99
C21 6.64553 -3.93779 2.30901  -0.71
N2 7.44101 -2.95135 2.06150  0.06
N3 7.00594 -1.88501 2.84226  0.06
C22 5.99403 -2.32276 3.50631  -0.18
O3 5.68738 -3.61022 3.22770  0.01
C23 1.31633 -1.02138 -3.89445  -0.25
P1 1.70009 -1.72548 -5.55083  0.96
C24 3.44125 -1.46232 -6.05171  -0.29
C25 1.33661 -3.53745 -5.51807  -0.27
C26 -0.03898 -0.62228 -3.70385  -0.14
C27 -1.04463 -0.73808 -4.83471  -0.08
C28 -0.98914 0.41919 -5.81111  -0.52
O4 -1.84747 0.62539 -6.59577  0.15
O5 0.11193 1.22967 -5.78304  0.07
C29 -0.02508 0.46265 -0.10001  -0.29
O6 0.67056 1.09457 0.65316  0.14
H1 -5.12238 -1.63426 4.38797  0.07
H2 -4.81566 -1.67188 2.66305  0.05
H3 -3.46267 -1.79144 3.73796  0.07
H4 -4.87647 0.59246 2.74178  0.11
H5 -4.79461 0.59836 4.48590  0.10
H6 -3.22812 1.46862 1.70925  0.12
H7 -1.69221 1.82266 2.55396  0.13
H8 -0.83007 -0.32230 2.21317  0.13
H9 -2.35730 -1.01422 1.73881  0.10
H10 -4.34095 0.63022 -0.97636  0.13
H11 -4.05750 -0.39546 0.41177  0.10
H12 -5.15819 -1.46830 -1.35091  0.10
H13 -2.55764 -2.71012 -1.12837  0.08
H14 -3.71548 -2.66064 0.21339  0.07
H15 -4.12596 -3.48006 -1.32037  0.08
H16 2.43590 -0.24782 -0.76700  0.11
H17 3.74851 -2.29139 -3.30333  0.12
H18 4.07217 -0.62490 -3.82397  0.09
H19 5.60421 -0.75925 -2.25976  0.11
H20 4.36478 -0.15514 -1.22054  0.10
H21 5.53326 -2.05900 -0.14573  0.11
H22 5.42711 -2.94452 -1.63966  0.10
H23 2.98580 -3.26882 -1.39272  0.11
H24 3.04875 -2.32365 0.11482  0.11
H25 4.27583 -4.01687 1.23039  0.08
H26 2.94062 -4.77648 0.39849  0.11
H27 4.45357 -6.29388 -0.36494  0.10
H28 4.76889 -5.06049 -1.55134  0.11
H29 6.78527 -4.33866 -0.42688  0.07
H30 6.78309 -6.05709 -0.60668  0.07
H31 5.37727 -1.83144 4.23443  0.13
H32 4.15257 -2.07771 -5.49939  0.03
H33 3.54903 -1.73006 -7.09651  0.04
H34 3.73001 -0.42952 -5.89446  0.03
H35 0.95493 -3.81010 -4.53564  0.03
H36 0.52598 -3.70716 -6.21752  0.02
H37 2.18589 -4.16584 -5.76641  0.03
H38 -2.05874 -0.81319 -4.47023  0.12
H39 -0.86055 -1.63909 -5.40980  0.09
H40 0.19092 1.64112 -4.91262  0.11
C30 -10.05744 -0.04645 9.72038  -0.12
O7 -10.14783 0.67868 8.51265  -0.19
C31 -10.43491 2.05759 8.66273  -0.20
C32 -9.48032 2.95266 7.89726  -0.18
O8 -8.13561 2.96197 8.34478  -0.12
C33 -7.32175 1.81511 8.17561  -0.18
C34 -6.96482 1.44643 6.74914  -0.20
O9 -8.08417 1.00560 5.99851  -0.19
C35 -8.22449 1.61473 4.73306  -0.11
H41 -11.04568 -0.38973 10.04437  0.09
H42 -9.43023 -0.91951 9.53871  0.09
H43 -9.60073 0.54654 10.51851  0.09
H44 -10.43547 2.34622 9.71869  0.12
H45 -11.44169 2.23407 8.26350  0.13
H46 -9.83002 3.97665 8.05347  0.13
H47 -9.53961 2.76739 6.82344  0.11
H48 -7.72947 0.95618 8.71178  0.11
H49 -6.38046 2.06893 8.67052  0.13
H50 -6.24412 0.61948 6.78992  0.12
H51 -6.48165 2.30100 6.26434  0.12
H52 -7.89992 2.65945 4.74534  0.09
H53 -9.28095 1.59260 4.46402  0.09
H54 -7.65917 1.05911 3.97650  0.08
C36 8.48823 3.82419 -4.07549  -0.12
O10 7.24697 3.86981 -3.40498  -0.19
C37 6.76945 5.17280 -3.11850  -0.20
C38 5.33787 5.39498 -3.56512  -0.18
O11 5.10819 5.38352 -4.96386  -0.12
C39 5.23773 4.17652 -5.69359  -0.18
C40 4.21743 3.09664 -5.39454  -0.19
O12 4.35715 2.55472 -4.09021  -0.19
C41 3.16082 2.47090 -3.34508  -0.10
H55 9.31865 3.86346 -3.36257  0.09
H56 8.54063 2.87867 -4.61607  0.09
H57 8.59181 4.64012 -4.79712  0.09
H58 7.41321 5.93501 -3.56894  0.12
H59 6.79812 5.30632 -2.02982  0.13
H60 5.07267 6.40777 -3.25038  0.13
H61 4.65343 4.72218 -3.04554  0.11
H62 6.25415 3.78272 -5.63315  0.11
H63 5.08003 4.46634 -6.73585  0.13
H64 4.37428 2.28507 -6.11623  0.12
H65 3.20978 3.49706 -5.54453  0.13
H66 2.48622 3.30764 -3.55501  0.09
H67 3.42129 2.50513 -2.28599  0.10
H68 2.65645 1.52264 -3.55024  0.07

Computed properties:
SMILES	CCOCCC1=C(CNC)C(=O)c2c(cc(CCCCCCCSc3nnco3)c(P(C)C)c2CC(=O)O)C1=O.COCCOCCOC.COCCOCCOC
E_LUMO	-1.0	eV
frontier orbital gap	6.948	eV

***

3.
Formula: C6H21O5Ti3
Source: the Open Molecules 2025 dataset
Level of theory: ωB97M-V/def2-TZVPD

Last column: Löwdin charge in e.
Geometry (Å):
Ti1 -1.42403 2.64484 -3.42764  0.87
Ti2 -3.22504 2.77068 -0.92093  0.82
Ti3 -3.07988 0.06319 -3.02153  0.95
O1 -1.64522 1.27571 -1.49994  -0.67
H1 -0.85051 0.71590 -1.59773  -0.01
C1 -0.55331 -1.69472 -2.24876  -0.09
O2 -1.94078 -1.99796 -2.44408  -0.17
H2 -0.42769 -1.27192 -1.25198  0.08
H3 0.11747 -2.55184 -2.30800  0.12
H4 -0.29154 -0.95517 -3.00549  0.08
H5 -2.19361 -2.74753 -1.90018  0.12
C2 -2.98225 -0.90067 1.09472  -0.11
O3 -3.29701 -0.36346 -0.18080  -0.19
H6 -3.61821 -1.77902 1.20487  0.10
H7 -1.96144 -1.28233 1.11394  0.09
H8 -3.11069 -0.26389 1.97000  0.09
H9 -2.54934 0.14293 -0.50661  -0.04
C3 0.87372 2.07304 2.51505  -0.04
C4 -0.29084 1.73018 1.58471  -0.29
O4 0.26919 1.53485 0.30208  -0.11
H10 1.50032 1.18671 2.61451  0.07
H11 0.57960 2.31133 3.53722  0.09
H12 1.45962 2.90745 2.12960  0.09
H13 -1.05203 2.50172 1.46886  0.10
H14 -0.82386 0.83347 1.90078  0.10
H15 -0.41714 1.43068 -0.36100  -0.01
C5 4.03142 -1.71800 0.38593  -0.08
C6 3.31019 -0.36292 0.45444  -0.33
O5 2.28166 -0.31304 -0.47109  -0.09
H16 4.30024 -2.05097 -0.61654  0.07
H17 3.46486 -2.55311 0.79791  0.07
H18 4.94762 -1.73227 0.97625  0.08
H19 4.08705 0.38408 0.29146  0.11
H20 2.88753 -0.19322 1.44472  0.10
H21 1.62394 0.22528 -0.02476  0.02

Computed properties:
2S+1	10
<S²>	24.752
E_LUMO (spin up / spin down)	-7.5 / -8.4	eV
charge	+2
frontier orbital gap (spin up / spin down)	6.286 / 5.913	eV

***

4.
Formula: C3H2NP
Source: the Open Molecules 2025 dataset
Level of theory: ωB97M-V/def2-TZVPD

Last column: Löwdin charge in e.
Geometry (Å):
C1 1.70686 1.96750 -0.59436  -0.54
C2 0.11999 -1.28665 -0.22502  0.04
C3 0.10727 -0.12113 -0.53741  -0.44
N1 2.80836 2.12358 -0.33240  0.09
P1 0.04981 1.58371 -1.10877  0.82
H1 0.25960 -2.33898 -0.00868  0.04
H2 -0.79380 2.21146 -0.00312  -0.01

Computed properties:
SMILES	C#CPC#N
E_LUMO	0.4	eV
frontier orbital gap	10.527	eV